117
Properties=species:S:1:pos:R:3 method="wB97M-V/def2-TZVPD" charge=+2 e_homo_ev=-11.3 de_lowest_kcal_mol=50.9
O 1.47 0.54 -1.75
H 0.32 -0.77 -3.89
H -4.32 0.18 1.41
C 1.93 -2.46 -0.47
H 2.74 3.88 2.97
H -1.31 0.15 5.97
H -3.03 -1.62 1.56
C -4.25 -0.92 -1.06
C 3.20 -3.98 -2.47
H -5.79 1.92 -0.65
H -0.28 -1.14 5.35
H 3.67 0.74 -0.26
H 1.56 -0.11 4.78
C -0.59 -3.40 3.29
C -1.82 -0.53 -3.87
H 2.08 3.78 -6.84
C -0.61 -2.44 -4.87
H -1.20 5.73 2.44
C -2.66 -2.32 2.31
C 1.37 -2.55 -1.76
H -7.40 0.15 -0.58
C 1.91 2.33 1.63
H -2.06 2.58 -0.32
H 0.28 -3.06 -4.96
H -6.46 -0.73 0.44
H -2.74 4.72 0.74
H -3.30 0.88 -1.25
C -1.13 -3.71 -2.01
C 2.96 2.97 2.44
H 4.93 2.86 3.14
H -1.35 -4.06 0.12
H -2.71 -1.16 -3.87
C 1.04 2.02 -3.56
O 4.86 1.88 -4.96
H -2.19 1.66 2.64
H -0.28 3.92 -6.04
C -2.63 -3.75 -2.30
H -0.74 -1.92 -5.82
N -6.43 -0.04 -0.32
N -0.32 2.39 0.73
H 3.10 1.39 -3.45
H 4.06 -1.38 0.76
H -0.94 -3.23 4.31
H 0.22 -4.59 -0.53
N 4.08 2.52 -5.64
H -3.70 -1.30 -1.92
C 0.54 2.97 1.57
C -5.68 -0.64 -1.49
H -3.07 -3.30 2.08
C -0.96 4.80 1.95
H -0.81 -2.67 1.31
H -3.82 1.77 0.89
In 0.06 0.08 -0.09
H -2.94 -3.10 -3.11
C 4.46 1.14 1.82
N 1.32 -1.70 0.53
C 3.41 -0.05 3.85
H 0.50 -3.40 3.30
H -2.93 -4.76 -2.56
C 4.16 2.41 2.52
C -1.82 4.24 1.02
C -0.56 -1.40 -3.74
C 0.09 2.73 -4.29
H 3.90 0.27 4.76
C 0.65 1.32 -2.32
H 5.45 1.18 1.37
C 2.68 2.59 -5.17
O -0.50 1.47 -1.81
H -0.24 1.02 3.97
C -1.45 3.03 0.44
C -1.14 -2.37 2.31
C 2.05 -1.24 1.59
C 2.04 -3.29 -2.74
O 4.32 2.99 -6.73
H 3.69 -4.54 -3.25
C 0.25 4.17 2.21
H -3.14 0.33 3.35
H -1.47 -3.11 -4.75
H -2.59 1.66 4.36
H -6.32 1.58 1.01
C 1.76 3.30 -5.92
P -0.37 -0.70 2.42
H -0.93 2.79 -3.93
H 4.52 -4.62 -0.91
C -1.02 0.27 3.84
H -1.80 0.00 -4.82
H -1.25 -5.52 -0.85
C 0.45 3.36 -5.47
H 1.63 -3.33 -3.74
H -3.06 -2.02 3.28
C 3.67 -4.01 -1.16
C -1.16 -0.53 5.13
N 2.07 1.30 0.91
H -5.72 0.11 -2.28
H -4.24 -1.72 -0.30
C 3.46 -0.75 1.40
H -0.92 -4.40 2.99
H -3.19 -3.48 -1.40
C 3.39 0.69 0.80
C 2.10 -0.28 3.86
C -2.31 1.02 3.52
N -3.55 0.23 -0.51
C 4.24 -0.20 2.62
H -2.02 -1.20 5.09
H -0.60 -4.20 -2.84
H -1.89 0.21 -3.08
H 0.95 4.62 2.89
H 3.39 -3.35 0.84
H -6.21 -1.53 -1.81
C 3.04 -3.28 -0.18
C -5.74 1.21 0.17
H 5.18 -0.72 2.83
C -4.31 0.86 0.55
C -0.85 -4.51 -0.74
C 1.38 -0.83 2.70
C 2.35 1.94 -4.00
P -0.35 -2.02 -2.00


19
Properties=species:S:1:pos:R:3 method="wB97M-V/def2-TZVPD" charge=+1 e_homo_ev=-14.4 de_lowest_kcal_mol=52.9
C -0.27 -0.41 0.17
H -1.40 -2.29 0.60
H 0.28 -2.66 -0.16
H 1.65 -0.77 0.39
H -0.40 0.35 2.00
H 2.58 1.63 0.06
H -2.72 1.64 -0.73
H 0.88 2.11 -0.20
C -2.05 1.31 0.04
O -0.27 -0.45 1.55
H 1.51 -0.08 -1.25
H -2.28 1.15 1.11
N 1.24 0.02 -0.19
H -1.19 -2.10 -1.22
H 1.17 1.66 1.27
C -1.12 0.53 -0.58
C 1.56 1.38 0.23
H -0.91 0.47 -1.58
C -0.65 -1.98 -0.24


23
Properties=species:S:1:pos:R:3 method="wB97M-V/def2-TZVPD" charge=+1 e_homo_ev=-13.3 de_lowest_kcal_mol=68.5
H 0.06 1.81 -1.87
H 0.89 -0.68 1.84
N -0.95 -0.01 -0.25
H 1.74 1.09 -2.28
H -1.75 0.16 -0.84
H -0.43 -0.79 -2.95
C -0.13 -0.49 2.03
H 1.64 1.19 0.09
H 1.16 -0.57 -0.38
H -0.07 1.47 1.32
H -0.25 -2.19 -1.92
C 0.91 1.17 -1.60
C 0.19 -1.23 -2.29
H -0.37 -1.01 3.02
H 1.16 -1.35 -2.81
H -1.14 1.22 2.47
C 0.24 -0.29 -1.13
C -1.14 -0.95 0.96
N -0.19 1.07 2.22
O 1.17 1.86 -0.45
H 0.46 1.36 2.82
H -0.95 -2.00 0.81
H -2.27 -0.85 1.19


23
Properties=species:S:1:pos:R:3 method="wB97M-V/def2-TZVPD" e_homo_ev="-7.3 / -10.5" spin_multiplicity=3 de_lowest_kcal_mol=7.8
H 3.75 -1.08 -0.12
H 3.22 0.20 1.14
O -2.74 -1.76 0.35
N -2.21 -1.20 -0.61
H 1.43 -1.40 1.82
H 2.13 -2.66 0.83
O 1.11 1.54 0.70
H -1.44 1.86 1.03
C 0.98 0.79 -0.20
H -3.44 1.50 -0.88
O 1.76 -0.28 -0.41
H 3.02 -1.84 2.23
N -0.49 1.82 -1.85
H -2.92 1.10 1.31
C 2.84 -0.66 0.36
C -1.81 0.15 -0.45
C 0.03 0.65 -1.30
C -2.09 1.10 0.67
C -2.44 1.43 -0.76
H 0.39 -0.09 -2.01
C 2.36 -1.72 1.32
N -1.58 2.30 -1.58
O -1.84 -1.76 -1.61


Calculated values (u) of M for the records, taken in order: 924.771, 102.157, 119.188, 199.166.